# 1
DFT (ωB97M-V/def2-TZVPD) results for an isolated molecule of C5H10O.

```
! wB97M-V def2-TZVPD RIJCOSX def2/J DEFGRID3
* xyz 0 1
C -0.08284 1.89283 0.48129
C 0.51611 0.62093 -0.12222
O 1.89406 0.49371 0.19831
C -0.16705 -0.62282 0.38412
C -1.26505 -1.24245 -0.43224
C 0.07389 -1.91715 -0.32822
H -0.29511 1.75619 1.54664
H -1.01313 2.17519 -0.02182
H 0.61716 2.73089 0.38779
H 0.39324 0.65263 -1.21927
H 2.33782 1.28650 -0.12983
H -0.26635 -0.66628 1.46786
H -2.11178 -1.68149 0.08689
H -1.51876 -0.76538 -1.37611
H 0.73571 -1.89118 -1.18996
H 0.15208 -2.82211 0.26677
*
```

Properties
Total energy in hartree: -271.71480
SMILES string: C[C@@H](O)C1CC1
Relative energy (zero: lowest compared OMol25 entry of this formula, charge and spin) in kcal/mol: 23.73

# 2
DFT (ωB97M-V/def2-TZVPD) results for the ion C9H12NO3S with charge -1 at a distorted geometry.

```
! wB97M-V def2-TZVPD RIJCOSX def2/J DEFGRID3
* xyz -1 1
C 0.25288 1.44145 -0.88986
C 0.41897 2.39831 0.48162
C 2.50230 2.28298 -0.43010
C -0.60578 0.44308 -0.99359
C -0.79641 -0.22599 -2.35246
C -0.92452 -1.16171 2.45291
C 0.12323 -2.16459 0.36753
C -1.24638 -0.13279 0.27324
C -0.23806 -0.98574 1.13174
N 1.74652 2.68221 0.53144
O -0.49297 2.70430 1.19817
O 3.70257 2.39722 -0.55906
O 1.98307 0.62953 -2.62880
S 1.44559 1.88095 -2.04653
H 0.17124 -0.43049 -2.91202
H -1.12335 0.56500 -3.05194
H -1.41079 -1.06046 -2.22432
H -0.69823 -0.27927 3.13121
H -2.07909 -1.26063 2.52333
H -0.42459 -1.93818 3.23991
H -0.80932 -2.71488 0.15204
H 0.52816 -1.71365 -0.53771
H 0.81500 -2.73082 0.91260
H -2.14233 -0.79743 -0.02089
H -1.36678 0.64209 0.95728
H 0.66908 -0.47049 1.29427
*
```

Properties
Total energy in hartree: -1028.79156
Relative energy (zero: lowest compared OMol25 entry of this formula, charge and spin) in kcal/mol: 17.44

# 3
DFT (ωB97M-V/def2-TZVPD) results for a cluster of 2 separate species, C8H20O7PS2 in total at a distorted geometry.

```
! wB97M-V def2-TZVPD RIJCOSX def2/J DEFGRID3
* xyz 1 1
C 4.72935 2.02206 -1.71726
C 4.06666 0.82099 -2.36370
C 3.17557 0.04859 -1.37373
C 1.72401 0.40261 -1.60147
O 0.95877 -0.25290 -0.54266
S -0.62195 -0.11420 -0.64884
C -1.01390 1.64848 -0.42819
S -0.84878 2.78998 -1.83936
O 0.14536 3.71488 -1.44441
O -2.12964 3.34170 -2.05806
P -1.23884 -0.83926 -2.64444
O -0.61139 -2.11655 -2.87055
H 4.02148 2.69211 -1.23527
H 5.35798 2.57438 -2.40499
H 5.38231 1.66227 -0.92642
H 4.85314 0.13400 -2.65538
H 3.51787 1.09009 -3.26356
H 3.33874 -1.01974 -1.40616
H 3.42523 0.43611 -0.39003
H 1.45330 0.04892 -2.59608
H 1.65997 1.48523 -1.51309
H -2.05346 1.68807 -0.11251
H -0.39343 2.01347 0.38628
H -0.34471 2.11496 -2.90772
H -2.63162 -0.96290 -2.47525
H -0.97504 0.13204 -3.62600
C -3.59531 -0.24674 4.90218
O -3.58698 -0.97536 3.66741
C -2.91085 -2.12572 3.71809
O -2.33213 -2.56460 4.67349
O -2.98719 -2.70441 2.51409
C -2.30164 -3.95919 2.42518
H -4.17229 0.65652 4.72798
H -4.07191 -0.82865 5.68721
H -2.58317 0.02430 5.19574
H -2.72667 -4.67940 3.11991
H -1.23786 -3.83180 2.61751
H -2.44098 -4.32037 1.41009
*
```

Properties
Total energy in hartree: -1980.84421
Relative energy (zero: lowest compared OMol25 entry of this formula, charge and spin) in kcal/mol: 0.00

# 4
DFT (ωB97M-V/def2-TZVPD) results for a cluster of 2 separate species, C8H6ClNO2 in total at a distorted geometry.

```
! wB97M-V def2-TZVPD RIJCOSX def2/J DEFGRID3
* xyz 0 1
C -1.17460 -0.57323 1.28339
C -0.17077 -0.71884 0.44041
C 1.19476 -0.13550 0.65176
C 2.07024 0.08992 -0.30040
C 1.83498 -0.41543 -1.67034
C 0.80559 -1.16871 -1.93417
C -0.33527 -1.31647 -0.91261
O -1.21561 -2.09665 -1.14754
H -2.10486 -0.99065 0.99568
H -1.15497 -0.43006 2.43870
H 1.42796 0.34592 1.62260
H 2.93782 0.69789 -0.24026
H 2.62115 -0.34678 -2.48900
H 0.51535 -1.56373 -2.93090
O -0.66181 3.05036 2.17322
N -1.41723 2.53728 1.40850
C -2.03054 1.71144 0.87272
Cl -3.14220 1.32324 -0.26178
*
```

Properties
Total energy in hartree: -973.66702
SMILES string: C=C1C=CC=CC1=O.[O-][N+]#CCl
Relative energy (zero: lowest compared OMol25 entry of this formula, charge and spin) in kcal/mol: 110.28